A 8-piece molecular cluster, C32H76BBr2NO16 overall. Source: the OMol25 dataset; level of theory: ωB97M-V/def2-TZVPD.

SMILES = C/C(Br)=C(\Br)BCON=O.COCCOC.COCCOC.COCCOC.COCCOC.COCCOC.COCCOC.COCCOC
energy above the lowest of the compared OMol25 structures with the same formula, charge and spin = 0.00 kcal/mol
E_LUMO = -0.1 eV

```
128
C32H76BBr2NO16 (ωB97M-V/def2-TZVPD)
C 5.0821 0.7925 0.0420
C 3.8153 1.5772 -0.1077
Br 3.4008 2.8399 1.2516
C 2.9112 1.5097 -1.0671
Br 3.1579 0.3214 -2.5094
B 1.6111 2.3761 -1.0659
C 0.3821 1.8246 -0.2194
O -0.0555 0.6736 -0.9736
N -0.5667 -0.3168 -0.0463
O -0.0465 -1.3357 -0.2087
H 5.6865 1.1552 0.8699
H 4.8188 -0.2496 0.2494
H 5.6384 0.7969 -0.8955
H 1.5300 3.3758 -1.7050
H -0.4280 2.5408 -0.0783
H 0.7737 1.4932 0.7469
C 7.0130 0.1871 4.1313
O 6.8779 1.3508 3.3338
C 6.4040 2.4817 4.0493
C 7.5160 3.4572 4.3552
O 8.4444 2.9222 5.2841
C 9.6434 2.4677 4.6868
H 7.5245 -0.5633 3.5306
H 7.6020 0.3831 5.0311
H 6.0320 -0.2054 4.4183
H 5.9067 2.1746 4.9744
H 5.6631 2.9676 3.4097
H 7.0842 4.3571 4.8045
H 8.0218 3.7495 3.4296
H 10.2377 3.3100 4.3158
H 9.4463 1.7761 3.8635
H 10.2139 1.9501 5.4560
C -6.1867 -3.3788 -1.9529
O -6.1262 -2.1589 -2.6694
C -6.4696 -1.0261 -1.8825
C -5.2452 -0.2497 -1.4599
O -4.4469 -0.9829 -0.5461
C -3.2958 -1.5564 -1.1368
H -5.7603 -4.1527 -2.5899
H -5.6146 -3.3274 -1.0234
H -7.2246 -3.6443 -1.7239
H -7.0503 -1.3241 -1.0052
H -7.1015 -0.3811 -2.5003
H -5.5669 0.6653 -0.9519
H -4.6601 0.0369 -2.3397
H -2.5845 -0.7768 -1.4200
H -3.5501 -2.1459 -2.0223
H -2.8369 -2.2082 -0.3960
C 5.8359 -4.2003 -3.5315
O 6.9396 -4.6947 -2.7961
C 7.7762 -3.6748 -2.2766
C 7.5366 -3.4533 -0.8013
O 6.2485 -2.9112 -0.5583
C 5.3155 -3.8624 -0.0813
H 5.1855 -5.0454 -3.7495
H 5.2736 -3.4553 -2.9623
H 6.1654 -3.7572 -4.4776
H 7.6269 -2.7386 -2.8234
H 8.8133 -3.9923 -2.4241
H 8.2722 -2.7338 -0.4276
H 7.6702 -4.3906 -0.2528
H 5.5612 -4.1700 0.9413
H 5.2769 -4.7456 -0.7238
H 4.3370 -3.3844 -0.0774
C -11.7036 3.0504 -0.9566
O -10.7888 3.2218 -2.0224
C -9.4345 3.2671 -1.6058
C -8.7225 1.9620 -1.8759
O -9.2253 0.9107 -1.0654
C -10.0946 0.0359 -1.7614
H -12.6846 2.8766 -1.3950
H -11.4366 2.1954 -0.3300
H -11.7510 3.9512 -0.3352
H -9.3658 3.5166 -0.5425
H -8.9422 4.0627 -2.1737
H -7.6611 2.0842 -1.6353
H -8.8022 1.7032 -2.9365
H -9.5417 -0.5650 -2.4924
H -10.8898 0.5830 -2.2736
H -10.5399 -0.6325 -1.0263
C 2.0675 -2.0040 7.7325
O 1.9908 -3.1245 6.8720
C 2.2507 -2.8149 5.5129
C 3.6431 -3.2327 5.1010
O 4.6387 -2.4616 5.7554
C 5.2665 -3.1430 6.8254
H 2.0053 -2.3738 8.7543
H 3.0089 -1.4628 7.6061
H 1.2316 -1.3187 7.5554
H 2.1110 -1.7453 5.3276
H 1.5227 -3.3621 4.9060
H 3.7567 -3.0691 4.0243
H 3.7898 -4.2987 5.2993
H 5.8987 -3.9559 6.4521
H 4.5346 -3.5494 7.5280
H 5.8954 -2.4224 7.3456
C -7.2612 -6.1764 -7.3178
O -5.8918 -6.1274 -6.9677
C -5.1273 -5.2623 -7.7924
C -4.8342 -3.9476 -7.1067
O -6.0077 -3.1785 -6.9179
C -6.5020 -3.2248 -5.5864
H -7.7760 -6.7382 -6.5403
H -7.6961 -5.1757 -7.3814
H -7.4009 -6.6918 -8.2745
H -5.6415 -5.0813 -8.7414
H -4.1816 -5.7691 -8.0100
H -4.1561 -3.3641 -7.7383
H -4.3339 -4.1294 -6.1500
H -5.8377 -2.6960 -4.9042
H -6.6312 -4.2576 -5.2488
H -7.4717 -2.7296 -5.5825
C 2.2824 6.6607 -0.1953
O 1.1550 6.3899 0.6176
C 1.4419 6.3992 2.0064
C 0.9666 7.6689 2.6732
O 1.7060 8.7979 2.2387
C 1.0182 9.5953 1.2937
H 1.9253 6.7802 -1.2167
H 2.7901 7.5777 0.1147
H 2.9925 5.8267 -0.1658
H 2.5140 6.2596 2.1787
H 0.9133 5.5495 2.4520
H 1.1142 7.5774 3.7539
H -0.1023 7.8113 2.4869
H 0.1738 10.1129 1.7617
H 0.6538 8.9992 0.4530
H 1.7214 10.3389 0.9230
```

Atom charges from the Löwdin analysis, given in e for atoms 1 to 2: -0.13 -0.75



A 8-piece molecular cluster, C32H79NO7 overall at a distorted geometry. Source: the OMol25 dataset; level of theory: ωB97M-V/def2-TZVPD.

SMILES = CC(N)=O.CCCCCC.CCCCCC.CCCCCC.CCCCCC.OCCO.OCCO.OCCO
E_LUMO = 0.6 eV

```
119
C32H79NO7 (ωB97M-V/def2-TZVPD)
C 0.1391 3.8827 2.4934
C -0.4560 3.5228 3.8569
C -1.5868 2.4990 3.7992
C -2.9565 3.1257 3.5221
C -4.1598 2.2117 3.7525
C -5.4630 2.8221 3.2356
H 1.1219 4.3702 2.5597
H -0.4787 4.5445 1.8794
H 0.3387 2.9845 1.9005
H 0.3602 3.1186 4.4816
H -0.7124 4.4060 4.4523
H -1.6183 1.9650 4.7599
H -1.4411 1.6895 3.0687
H -3.0686 3.9774 4.2214
H -3.0645 3.6562 2.5645
H -4.0277 1.2319 3.2790
H -4.2781 2.0164 4.8244
H -5.6468 2.5186 2.2013
H -6.3293 2.4185 3.7767
H -5.5300 3.9032 3.3557
C 4.3749 -2.5488 5.3941
C 3.7728 -3.4683 4.3500
C 2.3430 -3.8006 4.6274
C 1.8024 -4.9562 3.7949
C 0.2829 -5.1511 3.8979
C -0.5292 -4.0546 3.2248
H 3.8086 -1.6132 5.4051
H 5.4344 -2.3261 5.2587
H 4.3041 -2.9574 6.4107
H 3.8297 -2.9076 3.3971
H 4.3963 -4.3322 4.0933
H 1.6977 -2.9137 4.5871
H 2.1901 -4.0930 5.6828
H 2.0774 -4.8167 2.7349
H 2.3280 -5.8524 4.1446
H 0.0168 -6.1107 3.4318
H -0.0010 -5.2954 4.9525
H -0.4210 -3.0606 3.6633
H -0.2301 -3.9941 2.1758
H -1.5982 -4.2781 3.2166
C 3.0204 0.7605 1.1210
C 1.7850 -0.0819 1.4081
C 0.8460 -0.2601 0.2174
C -0.0054 0.9857 0.0240
C -0.8683 0.9957 -1.2128
C -1.2372 2.3451 -1.7974
H 2.7357 1.8030 0.9787
H 3.6242 0.4389 0.2666
H 3.7238 0.6753 1.9583
H 2.1215 -1.0747 1.7214
H 1.2326 0.3600 2.2408
H 0.1456 -1.0591 0.4905
H 1.3617 -0.5121 -0.7084
H -0.6454 1.0891 0.9165
H 0.6725 1.8455 0.1498
H -0.3078 0.4658 -1.9906
H -1.8281 0.5241 -1.0077
H -2.0677 2.2847 -2.5031
H -1.4542 3.1187 -1.0558
H -0.4027 2.7361 -2.3998
C 2.7553 1.6795 -5.4268
C 2.7046 1.4899 -3.8932
C 3.8942 2.0478 -3.1118
C 4.1026 3.5401 -3.1903
C 5.3550 3.9810 -2.4673
C 5.5445 5.4905 -2.4549
H 2.9123 2.7332 -5.6813
H 1.8025 1.4362 -5.8975
H 3.5632 1.0801 -5.8469
H 1.6996 1.7509 -3.5392
H 2.7459 0.4001 -3.7135
H 4.7944 1.4578 -3.3164
H 3.7013 1.8484 -2.0426
H 4.1549 3.8770 -4.2369
H 3.2240 4.0637 -2.7921
H 5.2529 3.5801 -1.4512
H 6.1948 3.4934 -2.9668
H 4.5872 6.0112 -2.3271
H 6.1784 5.8480 -1.6469
H 5.9363 5.8044 -3.4250
C -3.0967 3.3950 -6.3354
C -1.8848 2.5951 -5.9529
O -2.2670 1.2262 -5.6242
O -3.5500 3.1415 -7.6769
H -2.8929 4.4688 -6.2464
H -3.8801 3.2133 -5.5811
H -1.4198 3.0214 -5.0594
H -1.1793 2.5605 -6.7866
H -1.8975 0.6530 -6.3002
H -3.9878 2.2771 -7.6670
C -2.8790 -0.9378 1.2091
C -3.8956 -0.0186 0.5948
O -4.2302 -0.4069 -0.7337
O -3.4977 -2.1393 1.7378
H -2.3773 -0.4111 2.0350
H -2.1417 -1.2786 0.4765
H -3.5140 1.0034 0.5276
H -4.8429 -0.0348 1.1464
H -4.1830 -1.3945 -0.8197
H -3.0622 -2.8958 1.3352
C -2.3862 -2.6431 -2.8295
C -3.7494 -3.2033 -2.6060
O -3.9844 -3.2222 -1.1831
O -1.4108 -3.6993 -2.6282
H -2.2068 -1.8589 -2.0809
H -2.2528 -2.1641 -3.7954
H -3.8377 -4.2133 -3.0233
H -4.5640 -2.6525 -3.1136
H -4.6340 -3.8666 -0.9039
H -1.5044 -3.9967 -1.6788
O -1.0298 -4.8402 -0.0957
C 0.1210 -5.2437 -0.1363
N 0.4464 -6.4686 0.3996
C 1.2589 -4.4826 -0.7675
H -0.2326 -7.0312 0.8709
H 1.3685 -6.8401 0.2821
H 1.8781 -4.0227 0.0005
H 0.9184 -3.7775 -1.5107
H 1.9032 -5.1982 -1.2973
```

Atom charges from the Löwdin analysis, given in e for atoms 1 to 2: -0.10 -0.26